Record 1
ORCA calculation (ωB97M-V with the def2-TZVPD basis set) on the ion C5H8N with charge +1 at a distorted geometry.

For the energy above the lowest of the compared OMol25 structures with the same formula, charge and spin, the calculation gives 167.6 kcal/mol. The calculation puts the electronic energy at -6790.8205 eV. Its orbital gap is 10.12 eV.

```
! RIJCOSX wB97M-V def2-TZVPD def2/J DEFGRID3
* xyz 1 1
C -1.322 -1.809 0.033
C -1.195 -0.557 0.169
C -0.061 1.150 -0.314
C 0.297 -0.459 -0.453
C 1.458 -1.095 0.306
N -1.399 0.901 0.226
H 0.634 1.660 0.337
H -0.012 1.893 -1.213
H 0.116 -0.815 -1.517
H 1.484 -1.079 1.409
H 2.300 -0.328 0.234
H 1.668 -2.027 -0.229
H -2.346 1.153 -0.250
H -1.620 1.412 1.260
*
```



Record 2
ORCA calculation (ωB97M-V with the def2-TZVPD basis set) on the ion C5H8N with charge +1 at a distorted geometry.

For the energy above the lowest of the compared OMol25 structures with the same formula, charge and spin, the calculation gives 68.0 kcal/mol. The calculation puts the electronic energy at -6795.1376 eV. Its orbital gap is 10.53 eV.

```
! RIJCOSX wB97M-V def2-TZVPD def2/J DEFGRID3
* xyz 1 1
C -1.042 -0.252 0.974
C 1.361 -0.337 -1.994
C 0.582 1.321 -0.142
C 1.608 0.336 -0.900
C -1.956 -1.058 1.686
N -0.264 0.497 0.554
H 0.760 0.062 -2.772
H 2.169 -0.842 -2.460
H 1.129 2.093 0.397
H 0.007 1.908 -0.984
H 2.411 -0.032 -0.296
H -1.567 -1.402 2.654
H -2.335 -1.913 1.148
H -2.863 -0.382 2.135
*
```



no.,HOMO energy (Eh),LUMO energy (eV)
1,-0.5584,-5.0717
2,-0.5359,-4.0570